[1]
7 unconnected molecules or ions with the total composition C70H78ClN3O6S. Source: the OMol25 dataset; level of theory: wB97M-V/def2-TZVPD.

Geometry (Å):
Cl  7.3122  1.3143  0.7965
S  1.7967  2.4698  3.1132
O  0.8209  -2.7493  -1.7021
O  -0.6503  -4.3889  -2.8586
O  2.6122  1.3205  -5.9644
O  -0.3050  0.3690  2.5780
O  0.5269  3.5451  -1.5980
O  -4.5811  2.4293  1.0644
N  0.3814  0.3249  4.8553
N  8.1891  2.1362  -3.9636
N  -0.6031  -0.6763  4.6997
C  8.8956  8.3415  5.5350
C  -3.0359  -1.4940  -1.8652
C  -11.1798  0.1000  1.1856
C  -9.5820  1.9027  1.3681
C  0.3303  1.1355  -2.6512
C  -5.4374  1.5628  1.9357
C  -11.1364  -0.0793  2.5679
C  -1.5931  1.2297  -0.5272
C  0.6139  1.0453  3.5432
C  -10.3208  0.7375  3.3514
C  0.2947  -0.8495  -4.7180
C  2.3822  1.1702  -4.6445
C  2.8223  2.2815  -2.0705
C  -1.2961  -4.9033  3.2575
C  8.0394  7.7015  3.3687
C  -1.7031  -0.8178  -2.6142
C  -1.0662  -1.4901  -3.9871
C  -5.9972  4.6705  -5.8189
C  1.3240  -8.2035  -4.8721
C  -3.0857  -6.5194  3.4022
C  3.7711  2.7441  -0.7730
C  0.8716  -9.5207  -4.9445
C  -3.2185  -0.5799  6.7340
C  8.2610  1.0152  -4.9784
C  1.7856  -10.5674  -5.0628
C  5.4173  2.5150  -0.9607
C  -3.5461  -5.9045  4.5662
C  -3.6419  4.3642  -4.3551
C  -0.6154  -4.0735  -4.2949
C  3.1537  -10.2971  -5.1000
C  2.6920  -7.9329  -4.9149
C  -3.9085  -0.5894  9.0490
C  8.6439  4.0614  1.1363
C  1.1586  2.4511  -2.0340
C  -1.0185  0.5321  -1.9024
C  3.4761  1.6292  -3.4651
C  -4.7809  4.5020  -6.4812
C  3.1037  3.3426  0.6030
C  5.0955  1.4524  -3.6563
C  0.6056  -4.0076  -2.1766
C  6.4144  2.9034  0.3026
C  -4.2199  1.5336  -0.0592
C  7.4386  4.1461  -0.0042
C  -2.8781  -4.7935  5.0800
C  -1.6709  -2.8500  -4.7265
C  -4.5321  -0.3226  6.3427
C  -1.0669  -0.7028  3.2394
C  -9.5457  1.7295  2.7514
C  -3.6042  4.3468  -5.7490
C  8.8592  8.5147  4.1517
C  -2.4352  -2.1761  -0.4709
C  7.6889  1.6769  -2.6120
C  7.2615  6.7120  3.9692
C  -5.5331  -0.1910  7.3056
C  -6.0361  4.6786  -4.4249
C  2.7260  2.0173  1.5505
C  -2.9066  -0.7155  8.0864
C  1.7658  -5.4042  -0.2422
C  -4.8589  4.5271  -3.6926
C  -10.4018  1.0895  0.5851
C  -1.7543  -4.2907  4.4236
C  7.3049  6.5327  5.3515
C  -1.9587  -6.0201  2.7489
C  8.1204  7.3496  6.1350
C  3.6063  -8.9802  -5.0238
C  1.8553  -5.0736  -1.8637
C  -2.9126  2.1318  -0.8983
C  0.9909  0.4687  -4.0357
C  -5.2205  -0.3229  8.6583
C  6.0640  1.9051  -2.3775
H  -2.7792  -3.0900  -4.4371
H  1.4326  -11.5930  -5.1248
H  9.4684  9.2833  3.6838
H  -1.8853  -1.3866  2.7217
H  -4.0360  0.4205  0.3222
H  -10.2896  0.6006  4.4291
H  0.7697  -1.3408  -5.6687
H  3.8157  4.0877  1.1994
H  2.8720  -5.3854  0.2049
H  -1.4054  -1.6411  -0.1927
H  -8.9729  2.6712  0.9002
H  7.8665  0.5118  -2.4477
H  -1.8834  -0.9194  8.3907
H  9.5291  8.9797  6.1459
H  -0.8196  1.9726  -0.0097
H  -10.4340  1.2275  -0.4924
H  -2.7305  3.2853  -0.6559
H  1.1615  -4.5982  0.3624
H  3.0447  -6.9065  -4.8623
H  0.4681  -3.6800  -4.5736
H  -2.7240  4.2500  -3.7849
H  -4.8892  4.5358  -2.6063
H  -3.1650  2.0000  -2.0528
H  6.6214  6.0795  3.3590
H  -11.7384  -0.8539  3.0348
H  1.2963  -6.4503  -0.0065
H  8.1028  -0.0599  -4.5439
H  8.3587  2.2126  -1.8013
H  -1.8563  0.4345  0.3228
H  -6.9137  4.7940  -6.3891
H  0.6115  -7.3878  -4.7823
H  -3.6664  -0.6976  10.1026
H  -11.8199  -0.5326  0.5754
H  -6.9847  4.8039  -3.9085
H  5.8080  3.2084  1.2848
H  -6.5559  0.0144  7.0012
H  2.0414  1.2506  0.9601
H  -4.7174  0.7401  2.3896
H  6.8145  5.1458  0.1829
H  -3.1377  -1.9747  0.4705
H  -4.7759  -0.2237  5.2885
H  6.7028  5.7582  5.8184
H  -0.1945  -9.7315  -4.9096
H  4.6726  -8.7699  -5.0502
H  -4.7507  4.4918  -7.5676
H  9.4335  3.1997  0.9023
H  5.4895  0.9949  -4.6587
H  1.8281  -6.0239  -2.5459
H  -2.6569  4.2130  -6.2652
H  8.0073  7.8395  2.2912
H  9.3421  1.0158  -5.4735
H  -3.6046  -7.3873  3.0039
H  -0.8513  -4.9718  -5.0074
H  8.1516  7.2127  7.2127
H  7.6039  2.9126  -4.3638
H  -5.1183  1.4356  -0.8392
H  -3.2331  -4.3187  5.9906
H  -1.6322  -2.6263  -5.8862
H  -5.9446  2.2047  2.7888
H  8.1236  3.8426  2.1862
H  7.8333  4.2095  -1.1038
H  -8.9121  2.3676  3.3623
H  3.7216  1.4641  1.8217
H  -2.1757  -3.3137  -0.5964
H  -2.4371  -0.6756  5.9841
H  -1.2364  -3.4219  4.8212
H  -0.4213  -4.5104  2.7453
H  -4.4259  -6.2922  5.0738
H  7.4116  1.2453  -5.7834
H  -6.0004  -0.2187  9.4087
H  9.1634  5.1347  1.1337
H  -3.4783  -2.4038  -2.4894
H  -3.8929  -0.7204  -1.6766
H  -6.2611  1.0062  1.3084
H  -1.5983  -6.5004  1.8435
H  2.8440  -4.4244  -1.9963
H  3.8665  -11.1128  -5.1883
H  2.0928  3.9140  0.4564

The structure (SMILES) is CCC(=O)OCCc1cc2c(c(CCCOC)c1CC)C(=O)c1c(cc(CNC)c([C@@H](Cl)CC)c1CCSc1nnco1)C2=O.c1ccccc1.c1ccccc1.c1ccccc1.c1ccccc1.c1ccccc1.c1ccccc1. As for the lowest unoccupied orbital energy: -1.482 eV. The frontier orbital gap is 6.936 eV.

[2]
A molecular structure, C70H87Cl3N3O3P3RbSi4Te. Source: the OMol25 dataset; level of theory: wB97M-V/def2-TZVPD.

Geometry (Å):
Te  1.7895  -3.2007  -1.0509
Rb  -0.5136  -0.8337  0.6041
Cl  2.1717  1.2420  -3.6657
Cl  0.2149  1.1537  -1.5024
Cl  7.1775  -1.4078  -6.7771
P  -4.8323  -2.9873  -3.6932
P  -2.5818  -0.8781  -2.0437
P  0.9043  0.5725  3.1589
Si  0.4946  -5.7452  1.8242
Si  3.8418  -6.2256  0.2548
Si  1.6813  -5.4610  -0.1805
Si  0.6405  -6.8544  -1.7446
O  -2.8909  -0.3051  2.1829
O  7.0957  0.1771  -0.8772
O  -1.1346  1.0601  2.0511
N  4.6554  1.7083  0.1743
N  2.7240  0.5682  0.3049
N  4.8476  0.5232  0.7869
C  -6.7445  0.6400  -4.4874
C  9.4023  -1.4041  -0.1933
C  -2.8582  -4.2346  -7.7001
C  9.0343  0.5696  1.2490
C  -2.2496  1.4998  -3.6159
C  3.6775  -0.1289  0.8782
C  -1.9603  0.3372  2.6863
C  -3.1803  -4.4728  -5.3329
C  1.1881  -8.6731  -1.6806
C  7.0970  -2.7131  -4.4139
C  -3.7419  -3.1659  -7.7013
C  -1.9069  2.1695  -4.7794
C  4.7342  -1.3350  5.0034
C  3.5253  -2.0193  4.9565
C  1.7614  4.3758  4.5397
C  6.6703  -2.8835  -3.1055
C  5.3112  -2.1814  -1.0964
C  -1.9786  -0.5873  -4.7412
C  1.0941  4.5578  2.2444
C  8.4669  -0.8085  0.8691
C  3.3689  1.6930  -0.1005
C  -5.9483  -1.6138  -4.1875
C  -2.5714  -4.8839  -6.5077
C  -1.2487  -6.8486  -1.5266
C  -4.0580  -3.3854  -5.3199
C  -1.6613  0.2240  4.1588
C  4.7892  -5.0195  1.3802
C  -4.3363  -2.7394  -6.5216
C  1.4357  -5.0523  3.3206
C  3.6516  0.6008  4.0617
C  -7.1478  -2.0783  -4.7387
C  1.4973  5.1609  3.4259
C  3.8545  -7.9105  1.1359
C  6.6250  -1.6339  -5.1425
C  -5.6653  -0.5767  0.6108
C  5.3037  -0.9270  -3.2833
C  1.1164  0.2156  -2.6875
C  -7.9226  0.1708  -5.0437
C  0.1053  -7.5580  2.2501
C  6.4022  -2.0476  -0.0119
C  2.4223  -0.0575  4.0413
C  0.9159  -6.2964  -3.5370
C  -2.3354  0.1043  -3.5821
C  0.9430  3.1800  2.1811
C  8.4761  -1.7140  2.1046
C  -0.9860  0.0658  6.8316
C  -3.3393  -2.4748  -2.6495
C  -1.1748  -4.8446  1.7795
C  -8.1224  -1.1973  -5.1731
C  2.3908  -1.3873  4.4766
C  5.7230  -0.7398  -4.5916
C  -1.6045  1.4655  -5.9347
C  -2.3129  -0.0761  6.4459
C  -3.9804  -0.1737  -1.0767
C  1.1828  2.3870  3.2999
C  -4.2901  1.1834  -1.0142
C  -5.7600  -0.2444  -4.0655
C  4.9057  -6.4282  -1.3068
C  0.0056  0.2618  5.8829
C  6.1448  0.1302  1.2828
C  5.7769  -1.9910  -2.5178
C  -5.9838  0.7704  0.6407
C  -4.6658  -1.0408  -0.2248
C  -5.2865  1.6493  -0.1708
C  -1.6272  0.0803  -5.9044
C  4.7924  -0.0260  4.5506
C  7.0172  -0.6506  0.2701
C  -2.6484  -0.0123  5.1039
C  -0.3178  0.3502  4.5296
C  1.6038  2.9996  4.4779
H  7.1673  -0.3662  -1.6682
H  0.6336  -9.2832  -2.3978
H  -3.6718  -0.1382  4.7732
H  1.6910  -3.9999  3.1677
H  -6.5838  1.7062  -4.3809
H  10.4196  -1.4447  0.2002
H  9.1264  -2.4210  -0.4754
H  -0.3346  -7.6488  3.2460
H  4.9140  -3.1960  -1.0113
H  8.1280  -2.7212  1.8704
H  5.9870  -0.4764  2.1721
H  2.0929  4.8360  5.4631
H  -4.9996  -1.8852  -6.5400
H  0.3810  -6.9438  -4.2377
H  1.0369  0.3302  6.2037
H  8.6421  0.9197  2.2052
H  -3.5399  -2.9896  -1.7097
H  -2.4141  2.0796  -2.7220
H  0.6214  2.7032  1.2644
H  4.5992  -0.2300  -2.8449
H  1.6008  6.2374  3.4842
H  -1.7791  -5.0569  2.6646
H  0.8961  5.1641  1.3685
H  1.0094  -8.1721  2.2317
H  7.8503  -1.3108  2.9035
H  5.7323  0.5149  4.5810
H  9.4959  -1.7922  2.4882
H  3.2915  -8.6493  0.5591
H  4.8574  -5.5334  -1.9335
H  -8.6857  0.8651  -5.3730
H  -1.7445  -7.4082  -2.3239
H  0.5651  -5.2719  -3.6804
H  -1.0336  -3.7622  1.7292
H  -1.6329  -5.8248  -1.5479
H  0.4093  -0.2707  -3.3509
H  -2.3952  -4.5600  -8.6232
H  4.4295  -5.0813  2.4104
H  9.4129  -0.7838  -1.0900
H  2.3718  -5.5960  3.4768
H  -2.9666  -4.9949  -4.4057
H  3.5594  -1.1036  1.3290
H  4.5517  -7.2706  -1.9078
H  3.7160  1.6212  3.7007
H  -0.5964  -7.9951  1.5348
H  4.6398  -3.9884  1.0466
H  -0.7227  0.0225  7.8820
H  1.9762  -6.3161  -3.8024
H  -1.3680  -0.4901  -6.7870
H  -1.3364  1.9846  -6.8459
H  5.9543  -6.6122  -1.0602
H  2.2520  -8.7666  -1.9147
H  -3.7722  1.8999  -1.6329
H  1.0287  -9.1007  -0.6866
H  5.9718  -2.4063  0.9264
H  3.3876  -7.8346  2.1215
H  10.1200  0.5124  1.3472
H  0.8507  -5.1283  4.2407
H  -1.8434  3.2507  -4.7736
H  -1.9520  -1.6659  -4.7466
H  5.6242  -1.8198  5.3864
H  3.4726  -3.0507  5.2846
H  5.3483  0.0920  -5.1724
H  -3.9613  -2.6436  -8.6250
H  5.8639  -5.2205  1.3885
H  -7.2993  -3.1491  -4.8282
H  7.1993  -2.7444  -0.2757
H  -4.4129  -2.0921  -0.1865
H  1.4513  -1.9300  4.4380
H  1.7285  -0.5087  -2.1588
H  4.4795  -1.5113  -0.9027
H  1.8140  2.4016  5.3548
H  -1.8727  -5.7112  -6.4901
H  6.6563  1.0534  1.5396
H  -5.5125  2.7082  -0.1433
H  4.8659  -8.2998  1.2776
H  7.7800  -3.4161  -4.8710
H  -2.5100  -3.0343  -3.0912
H  -6.1775  -1.2715  1.2639
H  -9.0427  -1.5760  -5.6008
H  -4.8485  0.1434  -3.6526
H  -1.5462  -7.2941  -0.5735
H  2.8817  2.5051  -0.6152
H  7.0291  -3.7381  -2.5422
H  -6.7635  1.1337  1.2979
H  -3.0751  -0.2353  7.1989
H  -1.7527  -5.1439  0.9014
H  8.7992  1.3021  0.4767

Its relative energy (zero: lowest compared OMol25 entry of this formula, charge and spin) is 27.7 kcal per mole. Its net charge is -1. As for the lowest unoccupied orbital energy: 1.958 eV. The frontier orbital gap is 6.403 eV.

We obtain HOMO level values of -8.42, -4.45 eV for the records listed above, in that order.
We obtain max |F| values of 9.1, 1.9 eV/A for the records listed above, in that order.